# C80H171F3N7O5S

A cluster of 9 separate species, C80H171F3N7O5S in total at a distorted geometry (the ωB97M-V functional and the def2-TZVPD basis, the OMol25 dataset).

```
267
Properties=species:S:1:pos:R:3:forces:R:3
C 6.8699 3.3043 -3.1038 0.97 -0.55 0.35
H -10.6990 2.9738 5.9891 0.37 -0.35 0.24
H 4.4189 7.2681 -1.0293 -0.48 -0.55 1.77
H 5.9378 7.5386 5.3741 -0.40 -0.08 -0.48
C 3.5394 2.2101 9.5569 2.11 -0.65 1.20
H 7.0048 -1.9744 -2.5095 -0.42 0.60 -0.62
H 8.2969 8.9417 -2.0541 0.17 0.16 -0.09
H 7.9667 5.1556 -3.0436 0.46 0.26 0.74
N 1.4076 -7.4699 0.1593 -0.38 0.62 -0.13
C 4.5156 1.2172 -6.1053 -0.29 0.90 0.21
H -2.5185 -0.8683 -2.1553 -0.08 0.30 -0.39
H 5.4360 3.9294 8.3849 -0.08 -0.10 0.38
C -3.7077 1.8226 -4.0178 -1.19 0.60 1.95
C 2.7654 -1.8136 -4.4432 1.58 0.26 0.43
H -1.0025 -5.1441 2.6162 0.21 -0.08 -0.27
C -3.3138 -0.1391 -2.3723 0.30 -0.57 0.09
H -6.7201 2.0080 -5.7224 0.05 -0.67 0.74
C -1.8239 -6.0525 -4.3951 -0.53 -2.37 -0.44
H 1.4731 -4.9154 0.6267 -0.10 1.18 -0.48
H 2.5559 4.0847 -6.3943 0.02 0.90 0.01
H -3.3110 -5.6530 -2.1402 -0.36 0.16 0.12
C 6.5046 7.6345 -3.4781 -2.69 -0.19 -0.21
C -7.7821 1.8272 6.9395 1.21 0.21 -0.57
C 4.9288 7.7949 -1.7719 2.36 0.27 0.46
H -7.6230 6.3358 9.9203 -0.48 -0.55 -0.04
C 7.3541 7.1673 -1.2442 1.48 -0.05 0.75
H 3.1558 -10.0993 1.0247 -0.46 0.07 0.65
H 2.0946 -6.7846 -1.7186 0.14 0.75 0.80
H 1.5509 -3.5897 -1.4604 0.69 -0.34 -0.15
H -4.7389 0.0223 6.4890 0.28 -0.11 0.35
C -5.4958 -6.3573 -1.8501 0.89 0.29 -0.56
H 3.4709 2.1915 -7.6843 0.28 0.41 0.56
H -5.2663 -3.9860 -7.3873 -0.02 -0.30 -0.37
H 2.6800 4.0450 6.4806 0.48 0.49 -0.45
H -5.4315 0.6796 -3.7597 -0.13 0.22 -0.38
H 5.1211 1.4916 -5.2380 0.23 -0.07 -0.12
H -2.4704 -5.4177 1.7639 -0.25 0.06 -0.33
H -6.3913 -8.2355 -2.0393 -0.45 -0.28 -0.37
H 2.6319 1.2453 5.1996 -0.32 -0.08 -0.28
H -4.5780 0.2443 -5.2034 -0.16 0.37 -0.34
C -4.8709 1.1150 -4.6051 -1.85 -0.28 0.24
H 4.0425 6.9187 6.6864 -0.18 -0.64 -0.90
H -2.1882 -7.8855 2.5811 -0.37 -0.09 0.32
H 5.2918 0.9662 9.1711 0.27 -0.42 -0.21
H 2.8318 1.1026 7.7875 0.17 0.93 0.43
H 4.5530 -1.0509 -2.5888 -0.25 -0.04 0.17
H 4.7001 0.8624 6.3967 -0.12 0.14 0.36
H 2.1671 2.7853 8.0149 -0.14 -0.53 0.04
H 5.9961 2.8919 -3.6227 -0.01 0.24 0.35
C 2.1899 -5.1356 -0.1715 1.00 -0.79 1.22
H -2.3210 -2.2671 0.2338 -0.14 0.06 0.39
H -10.6900 4.5852 8.1352 0.60 -0.22 0.77
H 2.3167 -1.0947 -3.7630 0.22 0.25 -0.01
C -1.3987 -2.7120 -0.0830 2.22 0.34 -1.32
C -6.2817 -7.3788 -2.6993 0.61 -0.03 0.23
H -4.8745 -0.4539 0.7086 0.21 0.75 1.23
H -5.8808 -5.3617 -1.9651 0.11 0.63 -0.50
H 4.9911 6.8955 -4.9109 -0.40 0.51 0.46
H 3.4078 3.2221 9.9045 -0.20 0.31 0.50
H -6.6112 -0.5762 -1.3391 0.53 -0.02 0.31
H -9.3703 4.4670 7.1165 0.47 -0.49 -0.73
H 3.6857 0.9633 2.7578 -0.76 -0.11 0.20
C 3.4302 0.2945 -5.5618 -0.35 0.38 0.26
C -5.4384 0.8285 6.3482 -0.68 1.84 0.30
C 10.4726 7.9326 -0.8094 -0.72 0.23 -1.90
O 4.0710 1.2129 -1.0337 -0.68 0.05 -0.07
H 4.8241 0.3052 3.9498 -0.55 0.62 -0.14
H 6.8512 -0.3891 -1.8067 0.04 0.17 0.30
C -1.6065 -3.4938 -1.4025 -0.83 0.43 0.83
C 4.0933 7.7818 -2.9905 1.33 1.43 -1.22
C 6.7390 -0.9188 -2.7429 -0.98 0.26 0.38
H -7.1848 -0.2392 6.9815 0.14 0.48 -0.04
H 1.4209 -8.7704 -1.3857 -0.62 0.16 -0.55
H -4.9923 1.8444 6.5024 0.15 -0.98 0.02
H -5.2091 2.4174 -6.2900 0.37 0.22 -0.03
H -0.9443 -3.4044 0.6140 -0.09 0.18 0.59
H 0.5887 -6.0800 -1.2444 -0.95 0.46 -0.12
H -4.0359 -4.5111 -3.9946 -0.74 -1.06 -0.18
H -3.1031 0.7023 -0.3566 0.44 0.01 -0.23
H -4.0418 -0.6964 -2.9639 -0.05 0.08 0.18
C 5.0931 7.7319 -4.1930 1.49 0.13 0.18
C 2.6817 -8.0445 0.7478 -0.09 -0.06 -1.32
O -2.3628 -2.8936 -2.2085 0.39 -0.87 -0.56
C -2.9742 -7.0947 -4.4962 0.39 0.70 0.41
H 5.6086 2.2725 10.3097 0.17 0.22 -0.75
C 5.2712 -0.6237 -3.2761 2.20 -1.53 1.28
H -5.6452 -6.4786 -0.8127 0.22 -0.75 1.26
H 3.1359 3.3908 -4.8567 0.26 0.21 0.89
H -2.6705 -8.0587 -4.0996 0.06 0.00 0.62
H 3.0713 -5.4175 0.4732 -0.40 -0.04 -1.14
C 2.8750 3.2073 -5.8699 -0.22 -1.09 -1.81
C -0.8062 2.3138 -3.5952 -1.52 -0.30 -1.14
H 4.9236 -2.3449 -6.8179 0.32 0.16 0.46
H -4.1361 2.5344 -3.2631 0.65 -0.38 -0.70
H 4.7921 3.1602 -7.0507 -0.31 -0.13 0.45
C 8.0038 8.5507 -1.0881 -0.73 -0.47 0.69
H 1.2036 -10.6891 -0.2812 0.40 -0.80 -0.40
H -1.8153 -0.7193 -4.1957 -0.12 -0.42 -0.10
H 7.4431 -0.4595 -3.4295 0.28 -0.26 -0.16
H 1.9703 2.5795 -5.9325 0.25 0.02 0.49
C -5.4700 -4.1320 -6.3349 0.84 0.34 -0.55
C -1.5924 -5.9330 2.1327 0.63 0.46 -1.56
F 0.6090 2.7047 -0.5763 -0.16 0.32 -0.38
H -10.4853 1.2464 6.3351 0.52 -0.60 -0.18
C -5.2881 -7.7641 -3.8356 0.13 1.31 0.85
C 6.9536 4.8363 -3.1791 -1.60 -0.54 0.43
H -5.6314 -7.8005 -4.8548 -0.39 -0.52 -0.10
H -12.5245 3.6154 8.6713 0.02 -0.63 0.04
F 1.3829 0.9048 0.2808 -0.41 -0.90 0.02
H -6.5426 -1.7846 -0.0244 0.44 0.52 -0.57
H -8.1496 1.8779 9.0450 -0.83 0.41 -0.31
C 5.2021 -1.2571 -4.6083 -0.19 -0.11 -0.88
H 5.4836 2.3304 5.7642 -1.30 -0.84 -0.30
C -5.7103 2.1997 -5.3477 0.44 0.03 -0.77
H -4.7327 -8.6309 -3.5070 -0.11 -0.51 -0.45
C 1.7361 2.0493 -0.2918 0.36 -0.50 -0.11
H 4.8887 4.4649 4.9880 -0.73 0.41 0.93
H 7.7706 2.8721 -3.6208 -0.79 0.40 0.51
O 2.1264 0.7808 -2.4468 -0.26 -0.04 -0.72
C 0.4871 -7.1491 1.2612 0.25 1.68 1.99
H -10.6777 2.7320 10.0131 0.41 0.57 0.39
C 0.6807 -5.9349 -4.6534 0.75 0.68 -0.44
H 3.1336 -7.4402 1.5131 -0.29 0.43 0.39
H 5.1505 8.6952 -4.7354 -0.50 -0.72 0.03
H -12.8632 1.1435 6.9275 0.91 0.23 0.17
H 3.1014 -3.8171 -6.3984 0.31 0.16 -0.10
F 2.4103 2.7069 0.6120 0.49 1.43 1.25
H -7.8656 6.2325 8.1866 -0.05 0.12 0.18
H 9.3524 9.4811 0.2282 0.37 0.72 0.28
C -3.8655 0.3374 -1.0408 -1.02 0.09 0.31
H -5.7328 0.8260 5.3099 -0.13 -0.13 -0.47
N -10.0189 2.5328 7.9992 1.99 2.54 -0.96
C -0.5938 1.0361 -4.4408 -0.42 1.34 -2.27
H -9.2764 6.5296 9.1837 0.58 -0.13 0.31
H -12.9056 2.8166 6.5038 0.08 0.17 -0.13
H 5.8373 5.1600 -1.3306 -0.36 -0.41 0.62
H -1.8679 -5.6816 -3.3727 0.96 0.22 -0.10
C -4.0055 -6.4723 -2.3228 -1.27 -0.45 -0.16
C 9.2123 8.4931 -0.1478 0.53 -0.68 -0.74
O -1.1012 -4.6489 -1.4789 -0.16 0.62 -0.59
H 6.8919 2.9385 -2.0413 -0.15 0.27 -0.99
H -8.9139 4.1592 10.1042 -0.43 -0.23 0.55
H 0.6200 -5.1119 -5.3885 0.28 -0.37 0.18
H 4.9325 1.9698 3.3214 0.00 -0.42 0.19
C -1.9569 -6.9631 3.1221 -0.69 -0.96 0.21
H 6.2382 2.5796 7.6265 -0.54 0.20 0.14
H -4.9884 -3.2587 -5.8824 -0.54 0.02 0.34
C -12.3282 2.1009 7.0784 -0.03 0.37 1.05
C -10.8445 2.1713 6.7244 0.05 0.95 -0.39
H 0.1832 0.3924 -4.1028 0.56 -0.35 0.79
H 6.8221 8.6319 -3.3470 0.58 0.91 0.43
H 3.1826 2.8312 4.5971 -0.20 -0.19 -0.01
C 3.0308 2.1341 8.1788 -0.92 -0.32 -2.44
C -8.7001 1.7723 8.0952 -1.67 -1.87 -0.15
C 1.8832 -2.3165 -5.5066 -0.80 -0.87 0.61
H -0.2272 -8.3418 -0.7178 -0.34 -0.38 -0.41
H 0.8200 -5.4692 -3.6619 -0.49 -0.22 -0.25
H 3.5961 4.6177 7.8431 -0.01 0.44 -0.09
C 2.2803 -9.4558 1.2106 1.54 0.67 -0.98
H 0.3109 -10.0557 1.0206 -1.47 -0.50 0.76
H 4.5266 8.0816 4.3381 0.46 -0.64 0.71
C -1.9673 0.3204 -4.4436 1.64 -0.68 0.61
C 5.1125 2.0104 9.3622 -2.51 0.02 1.29
H 3.3683 -8.0167 -0.0963 0.21 -0.39 -0.04
H -7.6902 3.8832 8.9359 -0.54 0.56 -0.21
H -1.4394 -7.2365 0.3512 -0.70 -0.26 -0.28
H 1.1794 -1.5585 -5.8513 -0.10 -0.12 0.05
C 4.1193 6.3558 5.7069 0.57 2.26 0.96
H -2.4656 0.3886 -5.4139 -0.25 0.17 0.55
C -12.3027 2.5355 8.5678 -1.18 -0.59 0.54
H 3.1553 1.4928 10.3189 -0.09 0.54 -0.91
C 0.7894 -8.6160 -0.5095 1.51 -1.07 -0.73
H -8.2876 1.7107 5.9529 0.36 -0.29 0.74
H -3.5251 -7.4086 -2.0345 -0.12 0.03 0.52
C -8.3208 5.9698 9.1526 -0.47 0.32 -1.29
H 2.2277 -2.7659 -7.4745 -0.18 -0.25 -1.38
H 5.7096 4.9799 6.4082 -1.12 0.44 0.00
H -10.7348 1.1285 9.3079 -0.56 0.92 -0.16
H -3.9295 -1.6519 -0.1394 -0.46 0.44 -0.09
H 7.2496 7.0610 -3.9554 0.72 -0.46 -0.56
H -13.0835 1.9463 9.1019 0.63 0.74 -0.02
C -1.8003 1.8540 -2.5509 0.52 -0.60 -0.55
H -0.3701 -7.5579 -4.0007 -0.20 -0.81 0.16
H -1.9545 -5.2375 -5.0764 -0.30 0.59 -0.40
H 10.1981 6.9823 -1.3317 0.44 0.50 0.42
H -5.7656 -2.1566 -1.5607 -0.17 1.08 0.53
H -6.5284 -4.1952 -6.2398 -0.86 0.57 0.39
H 5.9412 -0.9036 -5.3093 0.31 0.67 -0.12
H -0.6312 -1.8840 -0.3071 -1.10 -1.01 0.45
H 11.2570 7.7196 -0.1104 0.40 0.00 0.30
H 3.2099 -2.6290 -3.8090 -0.15 0.70 -0.86
C -8.6218 4.4642 9.1160 0.36 -0.31 0.34
H -5.7494 3.1518 -4.7983 0.03 -0.41 0.06
H 3.1191 0.7755 -4.6426 -0.08 -0.40 0.54
C 3.4891 1.8106 4.8448 0.37 0.42 1.35
C 5.8429 5.5494 -2.3262 2.15 0.04 -0.48
H 10.8397 8.6182 -1.6177 -0.12 -0.54 0.79
C -0.8262 -6.5260 0.8670 -0.06 1.87 1.27
H 1.3699 -3.1688 -5.0546 -0.54 0.21 -0.43
C 5.3175 2.8694 8.1712 2.25 0.32 -1.36
H 5.3418 8.7574 -1.4314 -0.78 -0.15 -0.12
H 7.2945 9.2139 -0.6331 -0.45 0.67 0.07
H -1.1013 -7.1633 3.7128 0.83 -0.48 0.89
H 5.1483 0.4370 -3.2420 -0.24 0.66 -0.33
H 2.0102 -9.3427 2.2450 0.14 -0.67 0.48
C 4.2162 1.2013 3.6699 1.76 -0.05 -0.28
H 3.4786 6.9263 -2.9106 -1.24 -0.42 -0.45
C 2.8101 -2.7831 -6.5934 0.07 -0.12 -0.29
H 8.1986 6.6235 -1.6876 -0.75 -0.54 0.02
H -3.2300 -7.3341 -5.4941 -0.32 0.00 -1.19
H -5.7339 -5.1580 -3.9694 0.02 0.01 0.40
H 3.6348 8.7580 -2.9399 -1.13 -0.18 -0.54
H -5.4901 -6.2324 -6.0075 -0.28 -0.52 -0.72
H -0.6582 -5.6396 0.2347 -0.16 -0.63 -0.11
C -0.5230 -6.8270 -4.7788 -0.52 0.80 1.30
H -7.3208 2.7926 6.9014 0.57 0.76 -0.15
H 6.7305 5.1362 -4.1698 -0.14 0.03 -1.32
N -2.7438 0.9181 -3.2895 -0.06 1.20 -0.48
H -0.5426 -7.3544 -5.7486 -0.28 0.43 0.34
H -1.1705 3.1687 -4.2109 0.10 -0.68 0.40
H 3.1588 -3.3135 -0.8260 0.29 0.10 0.10
C 1.0921 -9.8486 0.3564 -0.35 1.17 -0.13
N 6.1707 7.0365 -2.1345 0.52 -0.59 -1.30
C 4.6661 4.9881 5.9742 1.26 -1.85 -0.86
H 1.5664 -6.5492 -4.8261 0.20 0.29 -0.27
H 3.9270 -1.0249 -7.3772 -0.20 0.20 -0.46
H -2.3059 2.6454 -2.0275 -0.61 0.19 -0.03
S 2.8841 1.7504 -1.6800 1.35 0.35 -0.13
N 3.8883 -1.1319 -5.2766 -0.15 0.72 -0.15
H 2.9441 -4.5123 -2.1280 -0.08 -0.02 0.48
C -4.7351 -5.3329 -4.3487 1.09 0.26 0.99
N -4.2317 -6.6725 -3.7987 0.35 0.98 0.39
H -3.1658 2.3535 -4.7790 0.40 0.35 -0.05
H 4.8929 5.4153 -2.8288 -0.14 0.12 0.20
C -6.7002 0.7373 7.2183 -0.67 -1.57 -1.16
N 4.1316 2.7650 7.2075 -0.31 -0.82 2.18
H 5.1639 0.8255 -6.8606 0.43 -0.80 -0.35
C 5.0540 7.2074 4.7986 -0.76 0.31 0.55
H -7.2726 -7.0064 -2.9939 0.46 -0.23 -0.13
H 0.0058 2.6622 -3.0502 1.98 0.47 0.54
C 4.4787 1.8736 6.0527 1.51 1.16 -1.27
C -5.9441 -1.2997 -0.8375 -0.27 -1.81 -0.60
O 3.1285 3.0570 -2.2889 -0.69 -0.65 0.08
C -9.6942 4.1018 8.0749 -0.62 -0.50 -0.24
H -2.7715 -6.6992 3.8053 0.11 -0.03 -0.28
H 3.1213 6.3396 5.2774 -0.14 -0.29 -0.03
H 2.4758 0.2108 -6.1293 0.93 0.02 -0.17
H -3.8991 -5.5388 -6.2925 0.41 -0.23 -0.14
C 3.9579 2.5148 -6.7291 -0.79 -0.67 -0.47
C 2.5141 -4.0964 -1.2010 -1.22 1.42 -0.39
H -6.4709 0.5634 8.2706 0.11 0.79 0.16
H 0.3200 -8.0711 1.8523 0.35 0.71 -0.16
C -10.8991 2.2242 9.1003 -1.52 -2.23 0.47
H 7.1419 6.7084 -0.2581 -0.13 0.32 -0.53
H -0.3020 1.2881 -5.5222 -0.44 -0.19 1.48
H -1.2647 1.2858 -1.8061 0.11 -0.47 0.18
C 1.5611 -6.2828 -0.8682 1.22 -3.25 0.60
H 9.0611 7.8553 0.7033 -0.70 -0.24 0.59
C 4.0019 -1.8040 -6.6461 -1.52 -1.09 0.91
H 1.0390 -6.3567 1.8498 -0.60 -1.20 -0.02
C 3.7074 4.1824 6.8518 -0.47 -0.88 0.06
H -9.0586 0.7411 8.0306 -0.09 -0.17 0.68
C -4.8478 -5.3989 -5.8045 0.10 0.43 -1.16
H 5.3850 -2.3294 -4.6513 0.02 -0.22 0.76
H 5.3480 6.5776 3.9839 0.52 -0.29 -0.63
C -4.6126 -0.7928 -0.2553 -0.02 -0.23 -1.66
H -4.5301 1.1960 -1.1958 -0.23 -0.13 0.07
```
Forces are in eV/Å.

Values from the calculation:
F_max ... 3.52 eV/Å
M ... 1400.35 g/mol
Total energy ... -4606.4083 Ha
Total charge ... +5

Atomic partial charges in e from the Mulliken method, atoms 1 to 99: number 1, C, carries -1.067; number 2, H, carries 0.257; number 3, H, carries 0.401; number 4, H, carries 0.322; number 5, C, carries -0.649; number 6, H, carries 0.342; number 7, H, carries 0.388; number 8, H, carries 0.414; number 9, N, carries 0.734; number 10, C, carries -0.360; number 11, H, carries 0.352; number 12, H, carries 0.495; number 13, C, carries -1.318; number 14, C, carries -0.134; number 15, H, carries 0.449; number 16, C, carries -1.096; number 17, H, carries 0.392; number 18, C, carries 1.198; number 19, H, carries 0.139; number 20, H, carries 0.511; number 21, H, carries -0.484; number 22, C, carries -0.988; number 23, C, carries -0.229; number 24, C, carries -0.634; number 25, H, carries 0.373; number 26, C, carries -0.604; number 27, H, carries 0.412; number 28, H, carries 0.612; number 29, H, carries 0.104; number 30, H, carries 0.388; number 31, C, carries -0.829; number 32, H, carries 0.371; number 33, H, carries 0.433; number 34, H, carries 0.467; number 35, H, carries 0.069; number 36, H, carries -0.058; number 37, H, carries 0.473; number 38, H, carries 0.337; number 39, H, carries 0.373; number 40, H, carries 0.319; number 41, C, carries 0.046; number 42, H, carries 0.250; number 43, H, carries 0.312; number 44, H, carries 0.362; number 45, H, carries 0.357; number 46, H, carries 0.063; number 47, H, carries 0.601; number 48, H, carries 0.250; number 49, H, carries -0.195; number 50, C, carries -0.265; number 51, H, carries 0.226; number 52, H, carries 0.558; number 53, H, carries -0.247; number 54, C, carries -0.394; number 55, C, carries -0.633; number 56, H, carries 0.640; number 57, H, carries 0.237; number 58, H, carries 0.162; number 59, H, carries 0.313; number 60, H, carries 0.263; number 61, H, carries 0.449; number 62, H, carries 0.368; number 63, C, carries -0.420; number 64, C, carries -1.320; number 65, C, carries -1.121; number 66, O, carries -0.633; number 67, H, carries 0.322; number 68, H, carries 0.440; number 69, C, carries -0.344; number 70, C, carries -0.707; number 71, C, carries -1.711; number 72, H, carries 0.317; number 73, H, carries 0.689; number 74, H, carries 0.309; number 75, H, carries 0.381; number 76, H, carries -0.048; number 77, H, carries -0.302; number 78, H, carries -0.025; number 79, H, carries 0.311; number 80, H, carries 0.361; number 81, C, carries -0.534; number 82, C, carries -0.772; number 83, O, carries -0.694; number 84, C, carries -1.809; number 85, H, carries 0.365; number 86, C, carries 1.436; number 87, H, carries 0.659; number 88, H, carries 0.080; number 89, H, carries 0.615; number 90, H, carries 0.432; number 91, C, carries -0.598; number 92, C, carries -0.987; number 93, H, carries 0.444; number 94, H, carries 0.600; number 95, H, carries 0.402; number 96, C, carries -0.372; number 97, H, carries 0.471; number 98, H, carries -0.078; number 99, H, carries 0.405